Record 1
This record from the Open Molecules 2025 dataset describes C6H7NO3 in the gas phase. The level of theory is the ωB97M-V functional and the def2-TZVPD basis.

E, hartree: -513.24341
2S+1: 1
Charge: 0
HOMO-LUMO gap, eV: 7.83
SMILES: N/C(=C/C=C\C=O)C(=O)O

Atoms and positions in Å:
N  -1.9198  1.5921  -0.6676
C  -0.9754  0.7368  -0.2274
C  0.3117  1.0985  -0.1641
C  1.5186  0.6031  0.3377
C  1.9506  -0.6697  0.3493
C  1.3725  -1.8237  -0.4487
O  0.7098  -1.6059  -1.4263
C  -1.6139  -0.5095  0.3865
O  -2.7011  -0.9372  0.1171
O  -0.9596  -1.0436  1.4249
H  -2.9138  1.2195  -0.8849
H  -1.6025  2.3796  -1.2146
H  0.2804  2.0675  -0.6990
H  2.0128  1.4316  0.7252
H  2.9192  -0.8814  0.7707
H  1.6362  -2.8159  -0.0690
H  -0.0257  -0.8419  1.6903

Atomic partial charges in e from the natural (NBO) method, atoms 1 to 5: atom 1 (N): -0.782, atom 2 (C): 0.148, atom 3 (C): -0.345, atom 4 (C): -0.126, atom 5 (C): -0.382

***

Record 2
This record from the Open Molecules 2025 dataset describes C2H2ClNO as an isolated structure. The level of theory is the ωB97M-V functional and the def2-TZVPD basis.

E, hartree: -667.45868
2S+1: 1
Charge: 0
HOMO-LUMO gap (alpha / beta), eV: 7.88 / 8.25

Atoms and positions in Å:
C  0.6009  0.6814  -0.2130
C  -1.5788  0.8627  1.5457
N  0.5344  -0.1352  -1.1145
O  -2.2128  -0.0642  1.8648
Cl  1.3795  -2.1616  -0.7610
H  1.2518  0.7934  0.6973
H  0.0251  0.0234  -2.0192

Atomic partial charges in e from the natural (NBO) method, atoms 1 to 5: atom 1 (C): 0.169, atom 2 (C): 0.508, atom 3 (N): -0.480, atom 4 (O): -0.495, atom 5 (Cl): -0.383

***

Record 3
This record from the Open Molecules 2025 dataset describes C22H23MoN3O6S2 as an isolated structure. The level of theory is the ωB97M-V functional and the def2-TZVPD basis.

E, hartree: -2332.52477
2S+1: 1
Charge: 0
HOMO-LUMO gap (alpha / beta), eV: 7.44 / 7.54

Atoms and positions in Å:
Mo  0.0972  -1.2480  1.0389
O  1.8731  -2.3902  1.8133
C  1.6448  -3.3729  2.8300
C  0.7243  -2.6660  3.7900
N  -0.4663  -2.2097  3.0495
C  -1.3858  -3.3465  2.7562
C  -1.0812  -3.9920  1.4048
O  -1.2322  -5.1839  1.2352
O  -0.7021  -3.1294  0.5207
C  -1.2159  -1.1794  3.7853
C  -2.1943  -0.5768  2.7805
O  -3.2502  -0.0948  3.0888
O  -1.7425  -0.6540  1.5421
H  2.2700  -2.7534  1.0055
H  2.5878  -3.6425  3.3073
H  1.1893  -4.2670  2.3994
H  1.2282  -1.7812  4.1825
H  0.4392  -3.3091  4.6277
H  -2.3988  -2.9528  2.6722
H  -1.3695  -4.0721  3.5710
H  -0.5290  -0.3957  4.1094
H  -1.7449  -1.5924  4.6468
C  -1.2770  0.8315  -2.7107
C  -0.7164  -0.1642  -1.7422
N  -0.5044  0.1333  -0.5048
N  -0.7039  1.4795  -0.1756
C  -0.0515  1.8432  0.8638
S  0.9326  0.7819  1.8612
S  -0.1360  3.4885  1.4637
C  -0.8336  4.3811  0.0438
C  0.2149  4.9663  -0.8590
C  0.9074  4.1767  -1.7719
C  1.8860  4.7283  -2.5823
C  2.1895  6.0794  -2.4915
C  1.5086  6.8740  -1.5823
C  0.5299  6.3182  -0.7715
C  -0.3116  -1.4877  -2.2119
C  -0.8911  -2.0685  -3.3463
C  -0.4362  -3.2707  -3.8437
C  0.6489  -3.8954  -3.2334
C  1.2458  -3.3387  -2.1223
C  0.7524  -2.1521  -1.5817
O  1.2917  -1.6826  -0.4452
H  -0.8010  1.8010  -2.5943
H  -1.1573  0.4921  -3.7338
H  -2.3383  0.9789  -2.4977
H  -1.5036  3.6968  -0.4732
H  -1.4386  5.1768  0.4787
H  0.6866  3.1188  -1.8333
H  2.4160  4.1005  -3.2872
H  2.9541  6.5099  -3.1247
H  1.7372  7.9289  -1.5026
H  -0.0003  6.9437  -0.0626
H  -1.7262  -1.5753  -3.8251
H  -0.9139  -3.7221  -4.7018
H  1.0202  -4.8348  -3.6216
H  2.0781  -3.8276  -1.6336

Atomic partial charges in e from the natural (NBO) method, atoms 1 to 5: atom 1 (Mo): 1.302, atom 2 (O): -0.676, atom 3 (C): -0.084, atom 4 (C): -0.237, atom 5 (N): -0.404

***

Record 4
This record from the Open Molecules 2025 dataset describes C16H31NO2 in the gas phase. The level of theory is the ωB97M-V functional and the def2-TZVPD basis.

E, hartree: -833.43537
2S+1: 1
Charge: 0
HOMO-LUMO gap, eV: 9.06
SMILES: CC(C)=CCC/C(C)=C/CN(C[C@H](C)O)C[C@@H](C)O

Atoms and positions in Å:
C  4.0630  -3.4943  4.4474
C  2.7409  -3.1422  3.8354
C  1.5430  -3.2960  4.7296
C  2.6313  -2.7203  2.5815
C  1.3377  -2.3577  1.9161
C  1.5587  -1.5951  0.6052
C  0.2491  -1.2368  -0.0423
C  -0.5163  -2.3774  -0.6514
C  -0.2005  0.0127  -0.0241
C  -1.5035  0.5002  -0.5805
N  -1.3313  1.8207  -1.1743
C  -2.5662  2.5439  -1.4059
C  -2.3832  4.0557  -1.1624
C  -1.9465  4.3138  0.2767
O  -3.5632  4.7559  -1.4935
C  -0.4189  1.8343  -2.3007
C  -0.8001  0.9887  -3.5387
C  -0.0561  1.5036  -4.7726
O  -0.5523  -0.3894  -3.3461
H  4.8761  -3.3453  3.7416
H  4.0648  -4.5365  4.7671
H  4.2463  -2.8774  5.3272
H  1.0546  -2.3338  4.8848
H  0.8109  -3.9654  4.2792
H  1.8304  -3.6962  5.6981
H  3.5185  -2.6309  1.9693
H  0.7326  -1.7413  2.5869
H  0.7635  -3.2682  1.7152
H  2.1458  -2.2191  -0.0746
H  2.1311  -0.6895  0.8169
H  0.1131  -3.2596  -0.7401
H  -1.3784  -2.6324  -0.0356
H  -0.8813  -2.1115  -1.6416
H  0.3897  0.7883  0.4468
H  -1.9261  -0.2265  -1.2864
H  -2.2093  0.6093  0.2517
H  -3.3218  2.1806  -0.7028
H  -2.9679  2.4039  -2.4211
H  -1.6304  4.4526  -1.8499
H  -1.0407  3.7512  0.4790
H  -2.7223  3.9894  0.9692
H  -1.7601  5.3732  0.4325
H  -4.2577  4.4874  -0.8805
H  0.5534  1.4836  -1.9373
H  -0.3052  2.8731  -2.6158
H  -1.8788  1.0471  -3.7173
H  -0.2548  0.8512  -5.6198
H  -0.3805  2.5099  -5.0214
H  1.0171  1.5161  -4.5868
H  0.3817  -0.5035  -3.1340

Atomic partial charges in e from the natural (NBO) method, atoms 1 to 5: atom 1 (C): -0.629, atom 2 (C): 0.038, atom 3 (C): -0.659, atom 4 (C): -0.208, atom 5 (C): -0.437

***

Computed values of energy relative to the best compared isomer or geometry (same formula, charge and spin) (unit: kcal/mol) for the preceding records, in sequence: 43.7 66.8 0.0 58.4.